Model A:
The following is a quantum chemistry calculation of a cluster of 10 separate species, C40H110N10O10 in total, from OMol25.

Geometry (Å):
C1 -0.47654 -3.46731 4.65046
O1 0.44522 -4.43314 4.82263
C2 1.55908 -4.21002 3.93556
C3 2.68917 -5.22536 4.30547
C4 3.94608 -5.19136 3.39777
N1 2.23694 -6.60490 4.40203
H1 -1.34325 -3.67110 5.27928
H2 -0.73372 -3.48158 3.59134
H3 -0.10863 -2.53730 5.08386
H4 1.24067 -4.43003 2.91659
H5 1.91394 -3.17942 3.93918
H6 2.92469 -4.93113 5.32824
H7 3.75745 -5.68043 2.44210
H8 4.73137 -5.80221 3.84308
H9 4.21747 -4.15585 3.19245
H10 1.67481 -6.66918 5.23869
H11 1.57131 -6.78250 3.66344
C5 -3.77067 -6.29576 -5.39046
O2 -2.90671 -7.16061 -6.16942
C6 -3.34217 -7.40595 -7.49852
C7 -2.22661 -8.17041 -8.28790
C8 -2.67293 -8.64411 -9.66452
N2 -1.82867 -9.38294 -7.57286
H12 -4.41845 -6.83954 -4.70286
H13 -4.27366 -5.58389 -6.04494
H14 -3.09876 -5.70953 -4.76358
H15 -4.35690 -7.80262 -7.46580
H16 -3.45817 -6.53349 -8.14152
H17 -1.36018 -7.50947 -8.31133
H18 -3.19323 -7.88193 -10.24458
H19 -3.33363 -9.51086 -9.64625
H20 -1.80738 -8.92703 -10.26361
H21 -2.54349 -10.04021 -7.85061
H22 -1.98940 -9.03509 -6.63838
C9 0.32402 9.16554 8.31390
O3 1.13194 8.38810 7.37998
C10 0.79436 6.99763 7.42746
C11 1.61723 6.18413 6.38649
C12 1.34974 6.65951 4.93189
N3 1.20190 4.76069 6.39999
H23 0.20852 8.80136 9.33475
H24 -0.69971 9.18898 7.94037
H25 0.60744 10.21767 8.34215
H26 1.01435 6.53612 8.39011
H27 -0.25660 6.75208 7.27492
H28 2.64159 6.29049 6.74350
H29 0.27873 6.75026 4.75078
H30 1.89594 5.98632 4.27113
H31 1.79343 7.64172 4.76917
H32 2.00802 4.37133 5.93239
H33 1.29267 4.38647 7.33371
C13 -5.50721 1.90998 -0.87017
O4 -4.85763 1.28909 -1.97226
C14 -5.80996 0.83270 -2.89637
C15 -5.14580 0.10679 -4.09201
C16 -4.21212 1.08625 -4.87788
N4 -6.17471 -0.29297 -5.05893
H34 -4.76265 2.23703 -0.14436
H35 -6.27327 1.22605 -0.50484
H36 -5.99193 2.81006 -1.24832
H37 -6.54725 0.13386 -2.50126
H38 -6.39558 1.66077 -3.29568
H39 -4.58092 -0.76075 -3.75089
H40 -3.49935 0.46798 -5.42361
H41 -3.59419 1.68733 -4.21083
H42 -4.78530 1.76545 -5.50894
H43 -6.77610 0.43563 -5.41608
H44 -5.67335 -0.67147 -5.84981
C17 4.31036 2.88220 -2.75167
O5 5.28401 3.90719 -2.70436
C18 6.29176 3.68243 -3.60453
C19 7.21865 4.94394 -3.68800
C20 8.29436 4.84858 -4.74301
N5 7.78085 5.18012 -2.44638
H45 3.66809 3.07488 -1.89233
H46 4.66275 1.85399 -2.66976
H47 3.75382 3.00643 -3.68060
H48 6.91489 2.85318 -3.26968
H49 5.89693 3.37390 -4.57253
H50 6.58315 5.81080 -3.86910
H51 8.93133 5.73289 -4.72399
H52 7.81645 4.75758 -5.71843
H53 8.99707 4.03485 -4.56370
H54 8.09650 6.13932 -2.42574
H55 6.95394 5.20624 -1.86704
C21 0.81854 -4.78195 -5.49445
O6 1.88078 -5.45511 -4.94633
C22 1.56189 -6.73461 -4.24231
C23 0.58033 -6.59509 -3.09052
C24 1.00089 -5.53283 -2.03586
N6 0.53890 -7.91205 -2.40006
H56 0.02960 -4.47161 -4.80934
H57 0.39567 -5.27594 -6.36925
H58 1.18098 -3.91119 -6.04080
H59 1.14768 -7.38987 -5.00856
H60 2.54416 -7.17864 -4.08084
H61 -0.36306 -6.22933 -3.49590
H62 0.23072 -5.48560 -1.26600
H63 1.07586 -4.53228 -2.46178
H64 1.98183 -5.81363 -1.65246
H65 0.11468 -7.66051 -1.51866
H66 1.50873 -8.10203 -2.19166
C25 -0.97511 6.02516 -0.27611
O7 0.22411 6.70872 0.04661
C26 0.84231 7.25109 -1.10181
C27 2.05801 8.09282 -0.62815
C28 2.67487 8.97599 -1.74233
N7 3.10618 7.26203 -0.14539
H67 -1.27081 5.67275 0.71205
H68 -1.00695 5.18421 -0.96884
H69 -1.73826 6.71338 -0.63949
H70 1.15879 6.50599 -1.83171
H71 0.15664 7.88569 -1.66328
H72 1.71716 8.71226 0.20144
H73 3.57645 9.50177 -1.42801
H74 2.04720 9.81307 -2.04799
H75 2.79561 8.45113 -2.68999
H76 2.64071 6.52824 0.36938
H77 3.53163 6.69736 -0.86667
C29 -10.74829 -2.44218 2.92870
O8 -9.31904 -2.39108 2.61697
C30 -9.05337 -3.25090 1.52122
C31 -7.70653 -2.88034 0.86476
C32 -7.67793 -3.45198 -0.58296
N8 -6.48397 -3.33545 1.45855
H78 -11.38043 -2.57084 2.05010
H79 -11.12516 -1.56530 3.45517
H80 -10.85358 -3.25712 3.64486
H81 -9.25892 -4.28043 1.81432
H82 -9.84460 -3.09243 0.78847
H83 -7.66130 -1.79488 0.77631
H84 -8.05265 -4.46278 -0.74415
H85 -6.69535 -3.34981 -1.04363
H86 -8.31494 -2.81186 -1.19333
H87 -5.89632 -2.74873 0.88364
H88 -6.49410 -2.89631 2.36803
C33 5.53073 4.29576 4.49932
O9 4.89368 3.41583 5.43483
C34 5.58930 2.20396 5.70197
C35 4.84565 1.30048 6.65366
C36 4.80587 1.94404 8.04495
N9 5.63922 0.07096 6.87960
H89 6.49878 3.92361 4.16394
H90 5.67061 5.28430 4.93671
H91 4.98979 4.44862 3.56544
H92 5.79375 1.58110 4.83115
H93 6.56558 2.45306 6.11781
H94 3.92110 1.01351 6.15268
H95 5.81785 2.22096 8.34045
H96 4.53974 1.28345 8.87011
H97 4.19749 2.84818 8.06752
H98 5.28516 -0.44838 7.67019
H99 5.64650 -0.58652 6.11294
C37 2.27373 0.76279 1.54007
O10 1.44910 -0.03986 0.72060
C38 0.04797 -0.05909 1.13973
C39 -0.73169 -0.98685 0.22137
C40 -0.61971 -0.64759 -1.32467
N10 -2.13632 -0.88770 0.42994
H100 2.29438 0.52968 2.60465
H101 2.22704 1.84348 1.40580
H102 3.30068 0.51826 1.26866
H103 0.08280 -0.46180 2.15201
H104 -0.32725 0.94734 0.95416
H105 -0.42928 -2.02116 0.38522
H106 -1.05924 0.33638 -1.48808
H107 -1.06865 -1.39871 -1.97458
H108 0.41958 -0.50902 -1.62260
H109 -2.44822 -0.10839 -0.13174
H110 -2.44215 -0.81207 1.38955

Computed properties:
HOMO level in Eh: -0.339
SMILES: COC[C@H](C)N.COC[C@H](C)N.COC[C@H](C)N.COC[C@H](C)N.COC[C@H](C)N.COC[C@H](C)N.COC[C@H](C)N.COC[C@H](C)N.COC[C@H](C)N.COC[C@H](C)N
Multiplicity: 1
Gap between HOMO and LUMO in eV: 9.41
LUMO energy in eV: 0.196


Model B:
The following is a quantum chemistry calculation of a cluster of 10 separate species, C40H110N10O10 in total, from OMol25.

Geometry (Å):
C1 7.24523 -1.10668 -2.44671
O1 7.61879 -0.69558 -3.74127
C2 6.55924 -0.77132 -4.71598
C3 6.70215 0.17067 -5.90884
C4 6.47085 1.61615 -5.46986
N1 5.67538 -0.10801 -6.90671
H1 7.04300 -2.17775 -2.44550
H2 6.35838 -0.53379 -2.17579
H3 8.01026 -0.95338 -1.68557
H4 6.60738 -1.78415 -5.11592
H5 5.55317 -0.77525 -4.29657
H6 7.69616 0.08233 -6.34728
H7 7.09460 2.29280 -6.05395
H8 6.85882 1.82295 -4.47247
H9 5.41133 1.87197 -5.47905
H10 4.76291 0.08961 -6.52141
H11 5.88216 0.67691 -7.50775
C5 1.15281 -2.04400 -6.52997
O2 1.93180 -3.15920 -6.23653
C6 1.64492 -4.32910 -7.09179
C7 2.85515 -5.25465 -7.04437
C8 3.29709 -5.70646 -5.66727
N2 4.06266 -4.71430 -7.73134
H12 1.09160 -1.69043 -7.55921
H13 1.60736 -1.20585 -6.00176
H14 0.14501 -2.20663 -6.14788
H15 0.78733 -4.85840 -6.67650
H16 1.30780 -4.05731 -8.09208
H17 2.61320 -6.12299 -7.65721
H18 4.29744 -6.08291 -5.45350
H19 2.68176 -6.55686 -5.37350
H20 3.07456 -4.93916 -4.92576
H21 4.92540 -5.23650 -7.78686
H22 4.24576 -3.83567 -7.26811
C9 -4.75996 -0.54836 -8.35738
O3 -4.51813 0.62409 -7.58130
C10 -4.55626 1.92513 -8.21322
C11 -4.07634 2.96779 -7.15972
C12 -5.07380 3.07593 -5.97393
N3 -4.07305 4.21935 -7.84599
H23 -3.97753 -0.91477 -9.02194
H24 -5.59265 -0.34549 -9.03086
H25 -4.94295 -1.38477 -7.68282
H26 -3.85749 1.77271 -9.03577
H27 -5.53941 2.23489 -8.56757
H28 -3.07771 2.76603 -6.77226
H29 -5.19772 2.07644 -5.55709
H30 -6.05273 3.42651 -6.30087
H31 -4.71787 3.80237 -5.24338
H32 -3.38747 4.03216 -8.56365
H33 -3.56945 4.87339 -7.26400
C13 2.02424 -4.15490 0.36145
O4 1.74990 -2.81034 0.48937
C14 0.55308 -2.38170 -0.20540
C15 0.46514 -0.83243 -0.25925
C16 -0.78823 -0.16460 -0.84117
N4 1.58507 -0.30938 -0.99245
H34 1.18584 -4.80913 0.60055
H35 2.90937 -4.43407 0.93305
H36 2.35467 -4.36300 -0.65620
H37 0.48914 -2.83156 -1.19617
H38 -0.29704 -2.74414 0.37254
H39 0.55772 -0.39698 0.73569
H40 -0.84697 0.90258 -0.62725
H41 -1.62188 -0.62115 -0.30762
H42 -0.88138 -0.29631 -1.91917
H43 1.35783 -0.50576 -1.95676
H44 2.29826 -1.01600 -0.88218
C17 2.78496 -6.73559 12.38248
O5 2.10369 -6.84858 11.13230
C18 2.73235 -6.25956 9.94191
C19 1.87420 -6.65936 8.74393
C20 2.62604 -6.38912 7.42518
N5 0.63156 -5.97669 8.70860
H45 3.16463 -5.71942 12.48904
H46 3.64071 -7.40769 12.44636
H47 2.16348 -7.00760 13.23563
H48 2.80551 -5.18234 10.09151
H49 3.68129 -6.73344 9.69083
H50 1.60016 -7.71292 8.79890
H51 2.00400 -6.41817 6.53058
H52 3.54834 -6.96999 7.41871
H53 2.95679 -5.35130 7.38476
H54 0.76207 -4.97799 8.78377
H55 0.12160 -6.28732 9.52318
C21 -0.61277 -0.12206 6.19523
O6 -1.03072 -0.34126 7.47695
C22 -2.18241 0.36232 7.90061
C23 -2.04817 1.89007 7.93685
C24 -0.91978 2.30606 8.88317
N6 -3.26871 2.56069 8.32887
H56 0.08069 -0.93552 5.98193
H57 -0.05201 0.79811 6.03107
H58 -1.44437 -0.29899 5.51315
H59 -2.95221 -0.04981 7.24817
H60 -2.44696 -0.02387 8.88497
H61 -1.74245 2.32979 6.98750
H62 -0.99456 3.37464 9.08478
H63 0.02363 1.99658 8.43341
H64 -1.04098 1.72146 9.79513
H65 -3.01817 3.53785 8.27909
H66 -3.40169 2.55723 9.33007
C25 -1.26129 10.71020 0.29617
O7 -1.04298 9.42730 -0.36179
C26 -0.95577 9.58901 -1.75284
C27 -1.27360 8.23234 -2.43116
C28 -0.10783 7.22166 -2.49963
N7 -1.67133 8.42952 -3.83253
H67 -0.36639 11.33230 0.28033
H68 -1.37070 10.39417 1.33360
H69 -2.14899 11.22480 -0.07161
H70 -1.65176 10.35308 -2.09910
H71 0.06707 9.87762 -1.99495
H72 -2.12708 7.81260 -1.89871
H73 -0.45531 6.26634 -2.89299
H74 0.28258 6.92678 -1.52560
H75 0.76515 7.56074 -3.05734
H76 -2.49817 8.99304 -3.96999
H77 -0.82098 8.90493 -4.09896
C29 -3.09462 -6.84175 -3.14180
O8 -2.65963 -7.98809 -2.36825
C30 -2.56231 -9.20382 -3.09979
C31 -2.45352 -10.41631 -2.14679
C32 -1.22277 -10.35364 -1.19129
N8 -2.46223 -11.69623 -2.83033
H78 -2.83464 -5.93890 -2.58920
H79 -4.18288 -6.88540 -3.09856
H80 -2.83122 -6.76425 -4.19665
H81 -3.37219 -9.33752 -3.81695
H82 -1.64297 -9.14892 -3.68282
H83 -3.30469 -10.47856 -1.46877
H84 -1.37351 -9.58437 -0.43393
H85 -0.35023 -10.10654 -1.79602
H86 -1.17256 -11.36372 -0.78471
H87 -3.19337 -11.81494 -3.51693
H88 -1.61076 -11.95816 -3.30623
C33 5.14796 4.38972 6.85482
O9 4.94436 4.98520 5.55432
C34 5.08904 4.16992 4.34194
C35 4.60212 5.02837 3.17148
C36 3.07680 5.19171 3.24993
N9 4.81870 4.34230 1.89967
H89 4.53292 3.49707 6.96882
H90 4.95993 5.08440 7.67346
H91 6.16665 4.08503 7.09470
H92 6.12568 3.91027 4.12735
H93 4.53412 3.24893 4.52064
H94 5.19294 5.94286 3.22374
H95 2.79347 5.31167 4.29561
H96 2.49615 4.29454 3.03538
H97 2.70563 5.97876 2.59351
H98 4.47645 4.94952 1.16874
H99 4.19811 3.54553 1.88904
C37 -9.64607 4.47376 2.40378
O10 -8.31324 4.79745 2.58337
C38 -7.45576 4.48387 1.48315
C39 -6.03986 5.19627 1.43734
C40 -5.20762 4.84340 2.70614
N10 -6.07657 6.63804 1.42052
H100 -10.28728 4.57100 3.27985
H101 -9.72134 3.41117 2.17284
H102 -10.08368 5.14629 1.66600
H103 -7.42729 3.42950 1.20822
H104 -7.99958 4.88289 0.62690
H105 -5.48956 4.89156 0.54717
H106 -4.33493 5.48318 2.83726
H107 -4.94444 3.78885 2.78842
H108 -5.72597 5.10797 3.62778
H109 -5.12358 6.97165 1.39622
H110 -6.56810 6.97352 2.23657

Computed properties:
HOMO level in Eh: -0.322
SMILES: COC[C@H](C)N.COC[C@H](C)N.COC[C@H](C)N.COC[C@H](C)N.COC[C@H](C)N.COC[C@H](C)N.COC[C@H](C)N.COC[C@H](C)N.COC[C@H](C)N.COC[C@H](C)N
Multiplicity: 1
Gap between HOMO and LUMO in eV: 8.93
LUMO energy in eV: 0.168


It comes down to model A, which is 0.752 eV more stable than the next structure.


Model A:
The following is a quantum chemistry calculation of a structure of composition C2H6N2O, from OMol25.

Geometry (Å):
C1 0.70972 0.03665 0.01409
C2 -0.69545 -0.73525 0.24759
H1 1.28558 1.80309 0.01592
H2 -0.48959 1.94729 0.12919
H3 1.89010 -1.63047 0.03963
H4 -0.69481 -1.83408 0.03972
H5 -1.12105 -0.79717 1.41524
H6 -2.53183 -0.08626 0.56216
N1 0.42199 1.23766 0.15523
N2 1.87854 -0.56397 -0.20506
O1 -1.81596 0.00917 -0.42790

Computed properties:
HOMO level in Eh: -0.324
Multiplicity: 1
Gap between HOMO and LUMO in eV: 8.95
LUMO energy in eV: 0.135


Model B:
The following is a quantum chemistry calculation of the molecule C2H6N2O, from OMol25.

Geometry (Å):
N1 0.53049 -1.28057 -0.57058
C1 0.48466 -0.48421 0.61686
C2 -0.68784 0.41261 0.34223
N2 -0.25674 1.43338 -0.43765
O1 -1.89517 0.23147 0.77259
H1 -0.26538 -0.97333 -1.19691
H2 0.50629 -2.34497 -0.41428
H3 0.35160 -1.01220 1.44660
H4 1.46141 0.16297 0.54718
H5 0.66553 1.78577 -0.19942
H6 -0.89486 2.06908 -0.90663

Computed properties:
HOMO level in Eh: -0.339
SMILES: NCC(N)=O
Multiplicity: 1
Gap between HOMO and LUMO in eV: 10.09
LUMO energy in eV: 0.851


It comes down to model B, which is 2.951 eV more stable than the next structure.